Record 1
This record from the Open Molecules 2025 dataset describes a structure of composition C34H44GeN4SeTeW. The level of theory is ωB97M-V/def2-TZVPD.

CARTESIAN COORDINATES (ANGSTROEM)
1 H -2.781 1.766 1.660
2 C -0.543 4.918 1.734
3 C 4.463 0.754 -2.613
4 H -5.512 -1.847 -1.382
5 C -7.820 1.519 3.003
6 C 5.149 0.207 -3.688
7 W 0.870 0.081 0.175
8 H 6.615 -2.425 -2.137
9 C -0.268 -0.912 1.890
10 H -3.834 -1.624 -1.911
11 H -2.515 3.052 3.763
12 C 6.003 -1.543 -2.274
13 H 1.870 4.991 -2.314
14 H 3.286 6.604 -1.094
15 H 0.055 5.820 1.742
16 C 1.797 -1.435 -3.809
17 H -1.712 -1.624 0.366
18 C 2.510 4.650 -1.510
19 H 5.437 -1.449 -0.211
20 C 2.102 -1.363 -2.438
21 H -8.066 1.489 4.065
22 H -6.899 -1.696 4.033
23 C -2.140 2.642 1.689
24 C -4.706 -1.126 -1.491
25 C -6.709 -1.537 2.972
26 Te 3.552 0.839 0.354
27 H 2.549 -2.375 0.779
28 H -0.220 4.544 -0.354
29 H -4.524 1.976 3.422
30 H -6.657 0.057 0.083
31 N -0.421 1.295 -1.007
32 Ge -6.318 0.339 2.616
33 C -1.469 3.037 0.533
34 H -4.855 0.776 4.675
35 H -5.774 1.556 0.385
36 C -4.717 0.916 3.603
37 N 0.814 1.784 1.643
38 H -1.131 1.437 -2.989
39 C 0.411 -2.246 0.156
40 H -1.064 5.053 3.813
41 C 2.542 3.303 -1.174
42 C 3.386 2.872 -0.156
43 H 0.387 -2.829 -0.750
44 C 1.149 -1.134 2.023
45 C 4.550 0.144 -1.368
46 H 0.292 -0.313 -4.974
47 H -5.871 -2.167 2.674
48 H 4.766 5.828 0.727
49 H -7.594 -1.855 2.420
50 H -3.844 0.333 3.298
51 H 5.094 0.684 -4.657
52 H 2.287 -2.069 -4.529
53 H 1.836 2.828 3.028
54 C 4.140 5.122 0.198
55 N 1.932 1.944 2.534
56 C 1.565 -1.961 0.932
57 C 4.185 3.777 0.536
58 H 0.814 2.622 1.056
59 C 3.307 5.556 -0.825
60 H -7.584 2.550 2.738
61 H -8.705 1.216 2.443
62 C 0.480 0.048 -2.782
63 H -0.072 1.853 2.143
64 H 1.920 2.597 -1.714
65 H 4.843 3.441 1.328
66 H -2.470 1.597 -0.660
67 Se -4.222 -0.430 0.261
68 C -1.988 3.362 2.868
69 H 1.763 -0.864 2.866
70 C -5.874 0.515 0.688
71 H 1.893 1.207 3.227
72 C 0.774 -0.538 -4.036
73 H 2.851 -1.929 -1.904
74 H -5.012 -0.312 -2.143
75 C -0.701 4.200 0.555
76 C -1.571 2.216 -0.715
77 C 5.909 -0.944 -3.522
78 C 5.332 -0.994 -1.190
79 H -1.669 2.889 -1.569
80 C -0.701 -1.613 0.741
81 C -1.175 4.489 2.896
82 H 3.876 1.651 -2.756
83 H -0.912 -0.388 2.578
84 H 6.444 -1.363 -4.363
85 N 1.316 -0.476 -1.814
86 C -0.415 0.973 -2.318

Results
M = 971.8 g mol⁻¹
LUMO energy (alpha / beta) = -7.334 / -7.335 eV
E_tot = -172898.947 eV
highest occupied orbital energy (alpha / beta) = -0.4631 / -0.4631 hartree
net charge = +2
HOMO-LUMO gap (alpha / beta) = 5.3 / 5.3 eV
energy relative to the best compared isomer or geometry (same formula, charge and spin) = 1.179 eV
strongest force on any atom = 0.41 eV/Å

Record 2
This record from the Open Molecules 2025 dataset describes an isolated molecule of C7H11N in a non-equilibrium geometry. The level of theory is ωB97M-V/def2-TZVPD.

CARTESIAN COORDINATES (ANGSTROEM)
1 H -1.411 0.973 1.705
2 H 1.788 0.671 -1.218
3 N -0.725 -1.470 1.463
4 H 2.238 -1.494 0.342
5 C 1.304 -1.818 -0.127
6 C -1.219 -1.472 0.295
7 C -0.944 1.362 0.806
8 H 1.437 -1.767 -1.212
9 H -1.858 -1.935 -0.445
10 C -1.565 0.920 -0.485
11 H -0.692 2.415 0.918
12 H -1.452 1.568 -1.347
13 H 1.008 2.199 -0.821
14 H 2.008 1.414 0.391
15 H -2.580 0.547 -0.448
16 C 1.292 1.221 -0.417
17 C 0.097 0.507 0.135
18 H 1.131 -2.863 0.139
19 C 0.143 -0.976 0.326

Results
M = 109.2 g mol⁻¹
LUMO energy = 1.041 eV
E_tot = -8923.113 eV
highest occupied orbital energy = -0.2904 hartree
HOMO-LUMO gap = 8.9 eV
energy relative to the best compared isomer or geometry (same formula, charge and spin) = 4.616 eV
strongest force on any atom = 2.79 eV/Å